{"formula": "C3H7NO2S2", "method": "ωB97M-V/def2-TZVPD", "homo_lumo_gap_ev": [6.00, 8.44], "homo_ev": [-7.8, -8.7], "de_lowest_kj_mol": 582.2, "fmax_ev_per_a": 5.1, "spin_multiplicity": 1, "elements": ["C", "C", "C", "N", "O", "O", "S", "S", "H", "H", "H", "H", "H", "H", "H"], "coordinates": [[1.7135, -0.3041, -0.2731], [0.9844, 0.4589, -1.3174], [-0.2607, 0.0701, 1.1986], [0.6986, -0.8490, 0.6749], [-2.0548, -1.7388, -0.1875], [-1.8754, 2.2153, 0.2746], [-2.8646, -0.4811, -0.2009], [-1.3615, 0.9026, -0.0794], [2.1630, -1.0212, -1.0133], [2.2458, 0.2824, 0.3439], [0.9802, 1.4897, -1.2184], [0.4596, -0.0632, -2.0267], [-1.0774, -0.4137, 1.7996], [0.1763, 0.9502, 1.7970], [0.0731, -1.4979, 0.2283]], "forces_ev_per_angstrom": [[-3.6, -1.7, -3.2], [1.1, 0.5, 1.9], [-0.2, 1.2, 1.8], [-1.0, -0.5, 0.2], [0.0, -0.6, 0.0], [-0.2, 1.1, 0.7], [-0.5, -0.2, 0.1], [1.1, -0.2, -1.2], [0.5, -0.3, 2.2], [3.0, 1.9, 1.4], [-0.2, 1.9, -0.6], [-1.0, -0.9, -1.8], [1.4, 0.0, -0.2], [-0.6, -1.2, -1.0], [0.3, -1.0, -0.4]]}

---

{"formula": "C20H36BrFN2O2PSi", "method": "ωB97M-V/def2-TZVPD", "total_charge": 1, "homo_lumo_gap_ev": 8.03, "homo_ev": -10.9, "fmax_ev_per_a": 4.7, "spin_multiplicity": 1, "smiles": "C[Si](C)(CCCCCCCC[N@+]1(P(N)O)[C@H](F)COC[C@H]1Br)c1ccccc1", "elements": ["C", "Si", "C", "C", "C", "C", "C", "C", "C", "C", "C", "N", "P", "N", "O", "C", "F", "C", "O", "C", "C", "Br", "C", "C", "C", "C", "C", "C", "H", "H", "H", "H", "H", "H", "H", "H", "H", "H", "H", "H", "H", "H", "H", "H", "H", "H", "H", "H", "H", "H", "H", "H", "H", "H", "H", "H", "H", "H", "H", "H", "H", "H", "H", "H"], "coordinates": [[3.5548, 0.2481, 2.3144], [3.9754, 0.6188, 0.4939], [5.8604, 0.9921, 0.4033], [3.0747, 2.1367, -0.2403], [2.0087, 2.8112, 0.7158], [0.5094, 2.3672, 0.3923], [-0.3838, 3.6018, -0.0732], [-1.8957, 3.4621, 0.3424], [-2.7842, 2.6546, -0.6977], [-3.5719, 1.4526, 0.0153], [-3.5737, 0.1492, -0.8773], [-3.2526, -1.1389, -0.1276], [-4.6412, -1.3423, 1.0873], [-4.3066, -0.4841, 2.5486], [-4.7181, -2.9287, 1.5897], [-1.9053, -1.1058, 0.4871], [-0.9659, -0.7425, -0.5122], [-1.4391, -2.4833, 1.0972], [-2.0285, -3.6335, 0.5012], [-2.3470, -3.4527, -0.8710], [-3.2591, -2.2145, -1.2061], [-5.1166, -2.7549, -1.7044], [3.6926, -0.8630, -0.6832], [4.7861, -1.5964, -1.3303], [4.4462, -2.6851, -2.2465], [3.0534, -3.0104, -2.4930], [1.9544, -2.3265, -1.8341], [2.2891, -1.2449, -0.9253], [2.6303, 0.7459, 2.6969], [3.4260, -0.8557, 2.5050], [4.4508, 0.5643, 2.9213], [6.0930, 2.0412, 0.7291], [6.1839, 0.8187, -0.6635], [6.4485, 0.2588, 1.0168], [3.8480, 2.8581, -0.6080], [2.5094, 1.7822, -1.1498], [2.2331, 2.7166, 1.8057], [2.0370, 3.9158, 0.4904], [0.0470, 1.8395, 1.2779], [0.4871, 1.6439, -0.4748], [0.0068, 4.5150, 0.4618], [-0.2737, 3.8146, -1.1648], [-1.9187, 3.0500, 1.3831], [-2.3205, 4.5031, 0.4169], [-3.5335, 3.3715, -1.1224], [-2.1154, 2.3000, -1.5208], [-4.6367, 1.8030, 0.0984], [-3.1066, 1.3503, 1.0203], [-4.5896, 0.0865, -1.3539], [-2.8598, 0.3283, -1.7196], [-3.3373, -0.5647, 2.8633], [-4.6185, 0.4855, 2.4947], [-5.4859, -3.3733, 1.1873], [-1.7873, -0.3428, 1.2958], [-1.7915, -2.4739, 2.1714], [-0.3210, -2.4904, 1.1378], [-2.8267, -4.4056, -1.2207], [-1.3927, -3.3489, -1.4520], [-2.8532, -1.7791, -2.1565], [5.8435, -1.3232, -1.1367], [5.2780, -3.2201, -2.7555], [2.8429, -3.8332, -3.2178], [0.8905, -2.5917, -2.0319], [1.4974, -0.6769, -0.3914]], "forces_ev_per_angstrom": [[0.0, -0.5, 0.5], [1.2, 0.0, -0.4], [0.0, -0.4, -0.2], [-0.9, -0.2, 0.0], [-0.4, 0.9, -1.0], [0.0, 0.1, -0.6], [0.0, 0.1, 1.3], [0.1, 0.8, -0.6], [0.0, 0.1, 0.9], [0.1, 0.9, -1.0], [-0.6, 2.2, -0.1], [1.5, -0.4, -1.1], [-4.3, 0.0, 1.7], [1.4, -1.4, -1.6], [1.2, 1.6, -0.3], [2.5, -0.5, 0.2], [-1.2, -0.2, 0.6], [-0.9, 0.6, 0.9], [-0.2, 1.0, -0.3], [0.5, -0.6, -0.4], [0.4, -1.0, -0.8], [0.9, 0.2, 0.2], [-0.6, -1.5, -0.8], [-2.7, -0.6, -0.5], [-1.1, 1.5, 1.1], [0.4, 0.5, 0.6], [2.1, 0.9, 0.5], [1.7, -1.1, -1.0], [0.8, -0.3, -0.2], [0.2, 1.0, -0.3], [-1.0, -0.2, -0.4], [-0.1, -1.0, -0.3], [-0.2, 0.5, 1.0], [-0.5, 0.7, -0.4], [-0.7, -0.5, 0.4], [0.7, 0.4, 0.7], [-0.1, -0.1, -0.9], [0.0, -1.0, 0.4], [0.3, 0.6, -0.8], [0.2, 0.4, 1.0], [-0.4, -0.9, -0.5], [-0.1, -0.3, 0.8], [-0.2, 0.1, -0.8], [0.4, -1.0, 0.0], [0.7, -0.8, 0.1], [-0.6, 0.1, 0.6], [1.0, -0.5, 0.4], [-0.5, -0.2, -0.8], [1.0, -0.6, 0.7], [-0.2, -0.7, 1.0], [-0.5, 0.2, 0.6], [0.1, -0.3, -0.1], [0.3, 0.3, -0.1], [-0.5, -0.4, -0.9], [0.3, -0.2, -1.0], [-0.8, 0.0, -0.4], [0.3, 1.0, 0.4], [-0.7, 0.1, 0.3], [-0.5, -0.1, 1.1], [-0.9, -0.3, -0.2], [-0.9, 0.3, 0.4], [0.1, 0.8, 0.7], [1.1, 0.2, 0.1], [0.5, -0.5, -0.5]]}